Entry 1:
Here is a molecular structure, C30H25F5N5O2Ti from the Open Molecules 2025 dataset. Energies are from ωB97M-V/def2-TZVPD.

Element x y z (Å)
Ti 0.1749 0.1844 -0.0859
C 2.9287 1.6896 0.2073
N 1.4816 2.0413 0.2492
C 1.1736 3.0443 -0.7898
C 1.0343 2.3547 -2.1162
C 1.3789 2.9579 -3.3099
C 1.1657 2.2716 -4.4974
C 0.6236 0.9971 -4.4413
C 0.3160 0.4543 -3.2102
N 0.5075 1.1174 -2.0595
C 1.1321 2.5522 1.5909
C 1.1790 1.4064 2.5607
C 1.5267 1.5599 3.8909
C 1.5552 0.4420 4.7098
C 1.2681 -0.7981 4.1595
C 0.9424 -0.8692 2.8201
N 0.8730 0.2113 2.0331
C 3.2241 0.2939 -0.2746
C 4.5274 -0.1023 -0.5279
C 4.7743 -1.4017 -0.9308
C 3.7053 -2.2740 -1.0801
C 2.4330 -1.8078 -0.8278
N 2.1954 -0.5453 -0.4305
H 3.4641 2.3971 -0.4291
H 3.3603 1.7976 1.2052
H 0.2253 3.5216 -0.5452
H 1.9326 3.8296 -0.8327
H 1.8082 3.9509 -3.3119
H 1.4252 2.7233 -5.4451
H 0.4490 0.4282 -5.3432
H -0.0916 -0.5435 -3.1265
H 1.7942 3.3666 1.8984
H 0.1201 2.9614 1.5546
H 1.7820 2.5391 4.2737
H 1.8186 0.5377 5.7544
H 1.3046 -1.6980 4.7565
H 0.7428 -1.8227 2.3475
H 5.3416 0.6011 -0.4083
H 5.7853 -1.7309 -1.1291
H 3.8556 -3.2975 -1.3915
H 1.5641 -2.4410 -0.9423
O -1.4206 1.7765 -0.1564
C -2.4786 1.8918 0.8033
C -2.7962 0.5376 1.3785
C -4.0014 0.2797 2.0117
C -4.2236 -0.9883 2.5200
C -3.2382 -1.9536 2.3673
C -2.0710 -1.6065 1.7166
N -1.8408 -0.3785 1.2364
H -1.8079 1.6156 -1.0302
H -3.3616 2.3299 0.3399
H -2.1383 2.5696 1.5875
H -4.7515 1.0556 2.0922
H -5.1551 -1.2252 3.0162
H -3.3779 -2.9599 2.7358
H -1.2920 -2.3422 1.5565
F -4.9423 -4.2408 -2.2327
C -3.8694 -3.5356 -1.9116
C -3.8880 -2.1527 -2.0127
F -4.9765 -1.5198 -2.4270
C -2.7596 -1.4378 -1.6697
F -2.7715 -0.0811 -1.7494
C -1.5885 -2.0453 -1.2213
O -0.5155 -1.3437 -0.8764
C -1.6067 -3.4351 -1.1259
F -0.5047 -4.0400 -0.6585
C -2.7233 -4.1756 -1.4639
F -2.7021 -5.4950 -1.3511

For the energy relative to the best compared isomer or geometry (same formula, charge and spin), the calculation gives 0.0 kJ/mol. For the frontier orbital gap (alpha / beta), the calculation gives 8.0 / 8.1 eV. The total charge is +2. The spin multiplicity is 2.


Entry 2:
Here is a molecular structure, C30H26Br2N2O5S2SiTeW from the Open Molecules 2025 dataset. Energies are from ωB97M-V/def2-TZVPD.

Element x y z (Å)
W 0.0601 -0.2563 0.0092
O -3.8857 -4.0702 -1.1953
C -3.1348 -2.9585 -1.2275
C -3.3583 -1.9422 -2.1771
C -2.5564 -0.8328 -2.1846
N -1.5752 -0.7409 -1.2863
C -1.3885 -1.6640 -0.3906
Br 1.4258 -2.4369 0.3081
C -2.1190 -2.8202 -0.2880
H -4.5463 -4.0561 -1.8967
H -4.1559 -2.0359 -2.9028
H -2.6825 -0.0320 -2.9052
H -1.9161 -3.5750 0.4570
Br 3.7110 1.2093 2.8963
C 2.8914 -0.3257 3.6438
C 3.6843 -1.0963 4.4843
C 3.1772 -2.2471 5.0608
C 1.8757 -2.6388 4.7876
C 1.0954 -1.8725 3.9407
C 1.5830 -0.7033 3.3600
C 0.6046 0.0838 2.4807
O -0.4107 -0.7113 1.9652
O 1.1898 0.5783 1.2928
H 4.7012 -0.7847 4.6771
H 3.8045 -2.8378 5.7155
H 1.4729 -3.5456 5.2190
H 0.0961 -2.1889 3.6826
O 0.6461 3.8216 5.3506
S -0.2239 3.4534 4.2769
O -0.8505 4.4544 3.4728
N 0.5940 2.3846 3.2629
C 0.0460 1.2355 3.3006
S -1.5548 1.6569 0.5262
C -1.1467 1.0676 4.1847
C -1.9610 -0.0307 4.4151
C -3.0145 0.1106 5.3118
C -3.2596 1.3183 5.9545
C -2.4532 2.4251 5.7144
C -1.4126 2.2643 4.8288
H -1.7850 -0.9626 3.9005
H -3.6604 -0.7349 5.5098
H -4.0881 1.3999 6.6457
H -2.6361 3.3736 6.2012
Te 0.0256 2.3501 -1.0240
C -1.1128 2.2416 -2.7828
C -0.5850 1.6548 -3.9241
C -1.3660 1.5750 -5.0699
C -2.6577 2.0816 -5.0725
C -3.1781 2.6710 -3.9272
C -2.4072 2.7487 -2.7752
H 0.4117 1.2313 -3.9069
H -0.9623 1.1117 -5.9609
H -3.2605 2.0206 -5.9692
H -4.1850 3.0688 -3.9296
H -2.8203 3.1891 -1.8759
C 2.0845 -1.1506 -5.4989
Si 3.1719 -0.5602 -4.0939
C 3.8934 1.1149 -4.4980
C 4.5164 -1.7974 -3.7314
C 2.0940 -0.3819 -2.6179
C 1.3549 -0.3175 -1.6498
H 2.6743 -1.2997 -6.4067
H 1.3030 -0.4228 -5.7259
H 1.6032 -2.0965 -5.2469
H 4.5459 1.0587 -5.3723
H 4.4817 1.4950 -3.6610
H 3.1057 1.8415 -4.7118
H 5.1720 -1.9354 -4.5941
H 4.0873 -2.7651 -3.4663
H 5.1260 -1.4633 -2.8899

For the energy relative to the best compared isomer or geometry (same formula, charge and spin), the calculation gives 65.3 kJ/mol. For the frontier orbital gap, the calculation gives 6.9 eV. The total charge is 0. The spin multiplicity is 1.


Entry 3:
Here is a molecular structure, C30H26BrCrN7O5S in a non-equilibrium geometry from the Open Molecules 2025 dataset. Energies are from ωB97M-V/def2-TZVPD.

Element x y z (Å)
Cr -0.4337 0.0128 -0.2507
Br 5.3087 -1.8026 4.1580
C 3.6172 -1.5241 3.3631
C 3.3048 -0.2873 2.8170
C 2.0838 -0.1017 2.1955
C 1.1587 -1.1408 2.1435
C 1.4806 -2.3743 2.7098
C 2.7104 -2.5719 3.3108
N -0.0871 -0.9422 1.4921
C -1.1531 -1.3949 2.0488
C -2.4237 -1.1799 1.3859
C -3.6348 -1.5925 1.9074
C -4.8004 -1.2547 1.2345
C -4.7077 -0.5330 0.0579
C -3.4516 -0.1721 -0.4092
N -2.3363 -0.4842 0.2348
H 4.0194 0.5220 2.8688
H 1.8240 0.8604 1.7730
H 0.7725 -3.1916 2.6469
H 2.9576 -3.5323 3.7403
H -1.1270 -1.8721 3.0238
H -3.6595 -2.1472 2.8352
H -5.7662 -1.5374 1.6288
H -5.5881 -0.2408 -0.4946
H -3.3367 0.3974 -1.3225
O -0.9825 0.6596 -2.0109
N -1.0731 -0.2109 -2.9535
N -0.7912 -1.3929 -2.6056
O -0.4391 -1.6873 -1.3609
C -0.7851 -2.4389 -3.5795
C -0.4356 -3.7202 -3.1784
C -0.3818 -4.7313 -4.1241
C -0.6774 -4.4624 -5.4507
C -1.0521 -3.1813 -5.8366
C -1.1078 -2.1608 -4.9064
H -0.2140 -3.9099 -2.1388
H -0.1112 -5.7339 -3.8231
H -0.6183 -5.2531 -6.1861
H -1.3016 -2.9831 -6.8696
H -1.3911 -1.1589 -5.1888
O -2.1969 2.2757 4.6873
S -2.5386 2.6162 3.3391
O -3.9258 2.6012 2.9670
N -1.7236 1.6383 2.2843
C -1.0002 2.3255 1.4506
O -0.3422 1.8107 0.4601
C -0.9351 3.7845 1.7298
C -0.1841 4.7534 1.0871
C -0.2346 6.0528 1.5779
C -1.0042 6.3665 2.6917
C -1.7773 5.3959 3.3214
C -1.7356 4.1194 2.8107
H 0.4274 4.4978 0.2322
H 0.3364 6.8305 1.0886
H -0.9937 7.3767 3.0775
H -2.3865 5.6318 4.1833
C 4.4599 -1.8492 -1.6834
C 3.4733 -0.7590 -1.4644
C 3.5184 0.5882 -1.7580
C 2.2895 1.1251 -1.3482
N 1.5356 0.1521 -0.8260
N 2.2732 -0.9778 -0.9040
C 1.8246 2.5360 -1.4435
H 5.4597 -1.4362 -1.7866
H 4.2231 -2.3957 -2.5978
H 4.4528 -2.5541 -0.8523
H 4.3310 1.1236 -2.2172
H 1.8781 -1.8591 -0.6230
H 2.3768 3.0631 -2.2180
H 1.9883 3.0460 -0.4931
H 0.7603 2.5703 -1.6591

For the energy relative to the best compared isomer or geometry (same formula, charge and spin), the calculation gives 0.0 kJ/mol. For the frontier orbital gap (alpha / beta), the calculation gives 7.5 / 7.4 eV. The total charge is +1. The spin multiplicity is 4.


Entry 4:
Here is a molecular structure, C30H26BrF4N5O2PSTl in a non-equilibrium geometry from the Open Molecules 2025 dataset. Energies are from ωB97M-V/def2-TZVPD.

Element x y z (Å)
Tl -1.0853 0.4641 -0.8300
O -3.9601 2.3083 1.6644
C -3.8342 1.6361 0.6315
O -2.9758 1.8312 -0.2910
C -4.8532 0.5353 0.3724
C -6.1810 0.9549 0.3082
C -7.2213 0.0781 0.0404
C -6.9223 -1.2656 -0.1540
C -5.6102 -1.7008 -0.0861
C -4.5379 -0.8239 0.1714
S -2.9273 -1.5212 0.2800
H -6.3875 2.0051 0.4831
H -8.2438 0.4349 -0.0115
H -7.7179 -1.9766 -0.3566
H -5.3785 -2.7478 -0.2375
F 6.2881 4.5853 0.5748
C 5.5302 3.4976 0.3228
C 6.1214 2.3081 -0.0525
F 7.4680 2.2561 -0.1703
C 5.3211 1.2081 -0.2895
F 5.9988 0.0983 -0.7348
C 3.9531 1.1720 -0.1273
P 2.3492 -0.9431 0.0261
C 3.2397 -1.4489 -1.5144
C 3.9515 -2.6255 -1.7120
C 4.6352 -2.8587 -2.9031
C 4.5979 -1.9222 -3.9225
C 3.8425 -0.7648 -3.7624
C 3.1750 -0.5340 -2.5706
C 3.4741 -1.3219 1.4378
C 4.7808 -1.7991 1.3780
C 5.5326 -1.9623 2.5348
C 4.9976 -1.6402 3.7751
C 3.7001 -1.1517 3.8490
C 2.9504 -0.9974 2.6924
C 3.4151 2.3921 0.2301
Br 1.5037 2.6321 0.4712
C 4.1577 3.5454 0.4409
F 3.5966 4.7267 0.7731
H 3.9863 -3.3760 -0.9324
H 5.2079 -3.7718 -3.0240
H 5.1510 -2.0932 -4.8394
H 3.7902 -0.0347 -4.5619
H 2.5975 0.3717 -2.4289
H 5.2319 -2.0280 0.4251
H 6.5474 -2.3378 2.4632
H 5.5898 -1.7648 4.6741
H 3.2827 -0.8843 4.8135
H 1.9375 -0.6059 2.7445
C 2.3388 -4.3001 1.5068
C 1.2382 -3.9324 0.5150
C 1.3474 -4.7946 -0.7448
C 1.1215 -2.4226 0.1753
H 2.2784 -5.3621 1.7675
H 2.2573 -3.7152 2.4247
H 3.3281 -4.1099 1.0876
H 0.2795 -4.1886 0.9812
H 2.2201 -4.5268 -1.3407
H 0.4620 -4.6623 -1.3713
H 1.4237 -5.8554 -0.4840
H 0.5923 -2.3518 -0.7830
H 0.4278 -1.9876 0.9030
N -1.1797 -1.0206 4.6470
N -1.1159 -0.0408 3.6733
N -1.3872 1.2284 3.9119
C -1.2047 1.7509 2.7120
N -0.8341 0.8227 1.8072
N -0.7796 -0.3110 2.4451
H -0.3231 -1.0048 5.1860
H -1.2647 -1.9027 4.1557
H -1.3476 2.7892 2.4737

For the energy relative to the best compared isomer or geometry (same formula, charge and spin), the calculation gives 0.0 kJ/mol. For the frontier orbital gap, the calculation gives 6.0 eV. The total charge is -2. The spin multiplicity is 1.